1.
80
Properties=species:S:1:pos:R:3:forces:R:3 method="wB97M-V/def2-TZVPD" relative_energy_ev=0.611 total_energy_ev=-149012.6924 charge=+2 fmax_ev_per_a=4.11 orbital_gap_ev="6.691 / 4.930" spin_multiplicity=3
C -0.680367 -4.693721 3.128770 0.1 0.0 0.0
C 0.543381 -4.182576 2.653294 -0.2 -1.1 -0.2
C 1.379962 -4.997756 1.859588 -0.3 -0.1 0.2
C 1.023146 -6.336098 1.691056 -0.8 0.1 0.7
N -0.091118 -6.864690 2.253773 -0.1 0.8 -0.2
C -0.952905 -6.047175 2.909773 0.9 -0.2 -0.3
C 0.985534 -2.893747 3.019913 1.1 2.8 1.2
C 1.425558 -1.794797 3.379666 -0.8 -3.3 -1.1
C 1.679890 -0.446531 3.029211 -1.3 0.3 -0.4
C 0.941635 -0.082254 1.898273 -1.2 0.3 -0.1
C 0.973946 1.265847 1.353140 1.9 -1.7 3.2
C 1.405046 2.140825 2.435323 1.0 0.9 -1.3
C 2.170606 1.821295 3.550477 -0.1 -0.3 0.3
C 2.403313 0.470889 3.788743 0.9 -0.3 0.6
Ti -0.258170 3.019380 1.923299 0.1 1.3 -0.1
P -1.026451 -0.106146 -0.468209 0.6 -1.2 -0.7
H 2.303317 -4.607657 1.418464 -0.4 -0.1 0.3
H -1.380020 -4.054729 3.694385 0.5 -0.5 -0.3
H 1.693595 -7.007375 1.140764 -0.5 0.1 0.2
H -1.861562 -6.499550 3.338989 0.6 0.1 -0.4
H 3.037854 0.042906 4.598113 -0.6 0.8 -0.5
H 0.126046 -0.812014 1.641631 1.7 0.6 -0.4
H 2.520419 2.607862 4.235218 -0.3 -0.5 -0.3
H 1.347760 1.385807 0.324754 -1.4 0.5 0.5
C -1.921592 0.127543 -2.050262 -0.1 0.2 0.0
C -2.160368 -1.063832 -2.965714 -0.5 -0.2 -0.4
H -1.366998 0.921985 -2.576176 -0.3 -0.2 0.1
H -2.882471 0.562351 -1.746275 0.0 0.1 -0.2
H -2.683405 -0.723241 -3.870688 0.1 -0.1 0.2
H -1.240354 -1.552584 -3.307669 -0.2 0.1 0.2
H -2.818218 -1.802192 -2.488218 0.4 0.1 -0.2
C 0.173878 -1.527609 -0.829019 0.1 0.5 -0.1
C -0.371688 -2.957984 -0.909634 0.1 -0.2 -0.1
H 0.965313 -1.493043 -0.051137 -0.4 0.0 -0.6
H 0.670216 -1.247138 -1.785522 -0.4 -0.2 0.6
H 0.490165 -3.612675 -1.102975 -0.3 0.0 0.0
H -0.812809 -3.284318 0.049334 0.1 0.1 -0.5
H -1.097894 -3.093913 -1.732756 0.4 0.0 0.6
C -2.240509 -0.898108 0.724894 0.3 0.5 0.0
C -3.357979 -1.745845 0.126723 -0.3 -0.5 0.1
H -2.649025 -0.080529 1.344626 0.0 -0.4 -0.3
H -1.637858 -1.522481 1.404947 -0.2 0.2 -0.2
H -4.008963 -2.084650 0.947012 0.1 0.1 -0.3
H -3.997609 -1.206336 -0.587899 0.3 -0.1 0.2
H -2.952237 -2.655107 -0.350932 -0.3 0.5 0.1
Br 0.021396 4.894762 0.589601 0.3 0.5 -0.3
P 1.811326 1.398104 -2.030455 0.8 0.5 0.2
C 1.750174 0.308248 -3.477315 -0.6 -0.2 0.0
C 2.415237 0.902570 -4.712588 0.1 0.0 -0.4
H 0.668117 0.146826 -3.662155 0.5 -0.1 -0.1
H 2.180646 -0.670715 -3.198630 -0.1 0.5 0.0
H 2.278554 0.186215 -5.535604 0.1 0.3 0.1
H 1.931075 1.847709 -4.996153 0.3 -0.3 0.0
H 3.492884 1.064189 -4.571354 -0.4 0.0 0.0
C 1.893802 3.202279 -2.463348 -0.7 -0.2 0.1
C 3.278226 3.846567 -2.446318 0.4 0.0 0.0
H 1.241623 3.713334 -1.725728 0.2 -0.3 -0.4
H 1.427717 3.303718 -3.454634 0.0 0.0 0.3
H 3.161218 4.906764 -2.712517 0.1 -0.3 0.1
H 3.742149 3.805262 -1.444058 -0.1 0.0 -0.5
H 3.944187 3.387665 -3.193694 -0.2 0.2 0.4
C 3.329844 1.018685 -1.054655 -0.6 -0.1 0.4
C 4.571946 0.663557 -1.860850 0.4 -0.1 -0.2
H 3.051254 0.173686 -0.403846 0.2 0.2 -0.1
H 3.490153 1.881306 -0.392863 0.0 -0.2 -0.1
H 5.380013 0.409455 -1.161507 -0.2 0.0 -0.2
H 4.392301 -0.222246 -2.486360 0.1 0.3 0.1
H 4.935540 1.486712 -2.490644 -0.2 -0.3 0.2
N -6.985653 4.686024 2.810684 3.1 -1.9 -1.1
C -6.015052 4.108893 2.466982 -2.2 1.3 0.6
C -4.784204 3.451668 2.018666 0.1 0.3 0.7
C -4.217495 3.761603 0.770043 -0.7 0.3 0.0
C -2.985377 3.223301 0.445828 1.0 0.1 0.8
N -2.221432 2.558928 1.375222 -2.4 -1.4 -0.2
C -2.846098 2.088263 2.514140 -0.4 1.6 -1.0
C -4.105330 2.573702 2.891865 0.3 -0.5 0.2
H -4.723500 4.503463 0.115678 0.4 -0.9 0.3
H -2.519274 3.373215 -0.535553 -0.1 0.2 0.6
H -2.293955 1.346362 3.088234 0.0 0.3 0.2
H -4.502020 2.281638 3.882815 0.0 0.2 -0.9

---

2.
71
Properties=species:S:1:pos:R:3:forces:R:3 method="wB97M-V/def2-TZVPD" relative_energy_ev=2.461 total_energy_ev=-42735.2230 charge=0 fmax_ev_per_a=1.32 orbital_gap_ev=9.733 smiles="Cc1cc(NC(=O)CCC(=O)N(Cc2ccccc2)C2(C(=O)NC3CCCCC3)CCCC2)no1"
C -4.844130 -5.534047 5.499922 -0.2 0.2 0.0
C -4.708926 -4.245770 4.779165 0.6 0.3 -0.4
C -3.659626 -3.667795 4.125694 -0.4 -0.2 0.2
C -4.197941 -2.439592 3.660495 -0.5 -0.8 0.6
N -3.589965 -1.438365 2.935259 -0.4 0.3 0.0
C -2.297154 -1.438492 2.486204 -0.2 0.5 -0.1
O -1.522897 -2.344458 2.685723 0.2 -0.3 0.1
C -1.958664 -0.188043 1.699806 0.4 -0.1 -0.2
C -0.462191 -0.096337 1.415720 -0.4 -0.1 -0.1
C -0.197318 0.744501 0.177306 -0.1 -0.2 0.3
O -1.095422 0.967299 -0.625298 -0.2 0.0 -0.1
N 1.063517 1.205452 0.023227 0.2 0.2 -0.1
C 2.161207 0.621381 0.772356 0.1 -0.2 0.2
C 2.439563 1.283464 2.103677 0.0 0.0 0.1
C 1.714754 2.380728 2.548706 0.0 -0.1 -0.1
C 1.999948 2.960823 3.773126 0.0 0.1 0.1
C 3.012376 2.450555 4.565881 0.0 0.1 0.1
C 3.740153 1.356004 4.128489 0.1 0.0 0.0
C 3.454922 0.776491 2.906172 -0.1 0.0 -0.1
C 1.430084 2.103144 -1.089624 0.0 0.1 -0.2
C 1.753827 1.178234 -2.296499 -0.2 0.3 0.3
O 2.885119 1.026689 -2.716700 0.4 -0.1 -0.2
N 0.679929 0.544389 -2.782989 -0.3 -0.2 -0.3
C 0.743860 -0.444037 -3.838803 -0.1 0.0 0.0
C -0.222072 -0.072135 -4.964280 0.4 -0.1 -0.1
C -0.173931 -1.116283 -6.075531 -0.3 0.0 0.1
C -0.512846 -2.498291 -5.525596 0.3 0.0 -0.1
C 0.449862 -2.873207 -4.403211 -0.3 0.0 0.1
C 0.405390 -1.831889 -3.289293 0.3 0.0 -0.2
C 2.664862 2.976497 -0.761249 0.2 0.0 0.0
C 2.308431 4.419672 -1.138008 0.0 0.0 -0.1
C 1.113326 4.277397 -2.070939 0.0 0.0 0.2
C 0.337298 3.128556 -1.440947 -0.1 0.1 -0.3
N -5.456499 -2.315257 4.015651 0.4 1.1 -0.7
O -5.778908 -3.435058 4.710904 0.1 -0.8 0.4
H -5.618545 -6.142773 5.035994 0.0 -0.1 0.0
H -3.900146 -6.069086 5.475288 0.0 0.0 0.0
H -5.133787 -5.355479 6.534134 0.0 0.0 0.1
H -2.665156 -4.028348 3.982593 0.2 -0.1 0.0
H -4.194038 -0.657717 2.719649 0.2 0.0 0.0
H -2.306381 0.695358 2.237936 -0.1 0.0 0.0
H -2.491300 -0.224138 0.743848 0.0 0.0 0.1
H 0.068093 0.299568 2.280758 0.1 -0.1 0.0
H -0.096716 -1.112347 1.233326 0.1 0.1 0.1
H 3.057015 0.671484 0.146900 -0.1 -0.1 0.0
H 1.962091 -0.441838 0.941920 0.1 0.1 0.0
H 0.923640 2.785808 1.934391 -0.1 0.0 -0.1
H 1.428202 3.814325 4.106692 0.0 0.1 0.0
H 3.234310 2.903205 5.520544 0.0 0.0 0.1
H 4.531976 0.952748 4.741917 0.1 0.0 0.1
H 4.022971 -0.077031 2.565465 0.1 -0.1 0.0
H -0.210938 0.661084 -2.311669 0.1 0.1 0.1
H 1.773592 -0.434583 -4.211538 -0.1 0.0 0.0
H 0.040128 0.911396 -5.358857 0.0 0.1 0.1
H -1.234838 -0.014840 -4.557217 -0.1 0.1 0.0
H -0.877062 -0.845912 -6.865812 0.1 0.0 -0.1
H 0.827972 -1.134863 -6.509800 0.0 0.0 -0.1
H -0.458529 -3.240075 -6.324768 -0.1 0.0 0.0
H -1.535238 -2.494861 -5.140730 -0.1 0.0 0.0
H 0.190708 -3.854442 -4.000538 0.1 0.0 0.0
H 1.465303 -2.931149 -4.801083 0.1 -0.1 0.0
H 1.114679 -2.093355 -2.500970 0.0 0.0 0.1
H -0.594885 -1.804382 -2.848982 -0.1 0.0 0.1
H 3.501592 2.618266 -1.363786 -0.1 0.0 0.1
H 2.943841 2.920501 0.287242 0.0 -0.1 0.0
H 2.014780 4.979411 -0.247955 0.0 0.1 0.0
H 3.145236 4.937289 -1.603265 0.0 0.1 0.1
H 0.520366 5.187577 -2.146437 0.0 0.0 -0.1
H 1.447182 3.992236 -3.069647 0.0 0.0 -0.1
H -0.433242 2.740288 -2.100361 0.0 0.0 0.1
H -0.142817 3.464453 -0.519696 0.0 0.0 0.0

---

3.
12
Properties=species:S:1:pos:R:3:forces:R:3 method="wB97M-V/def2-TZVPD" relative_energy_ev=2.291 total_energy_ev=-19161.4250 charge=0 fmax_ev_per_a=4.19 orbital_gap_ev=9.177
C -0.757407 1.098690 0.084325 -0.7 0.5 -0.5
C 0.070201 -1.570233 -0.158032 -2.6 2.8 1.2
N -1.386148 2.024487 -0.506405 0.0 0.5 -0.3
N 0.532484 1.317920 0.509107 0.6 -0.3 0.2
N -1.229639 -0.160020 0.460741 2.4 -3.3 -0.7
Cl -2.745946 -0.613722 -0.186704 0.2 0.2 -0.1
H 1.001747 -1.040577 -0.120887 0.3 0.1 0.0
H -0.109643 -2.306250 0.600495 0.0 -0.2 0.2
H -0.318211 -1.785228 -1.133806 -0.1 -0.1 -0.3
H -2.297005 1.766568 -0.868508 0.1 -0.2 0.1
H 0.777767 2.295612 0.515898 0.0 0.0 0.0
H 0.806334 0.808165 1.335395 0.0 0.1 0.0

---

4.
83
Properties=species:S:1:pos:R:3:forces:R:3 method="wB97M-V/def2-TZVPD" relative_energy_ev=1.088 total_energy_ev=-57838.5389 charge=0 fmax_ev_per_a=0.77 orbital_gap_ev=7.114
Pt -0.523592 0.578209 0.103105 -0.3 0.0 0.7
C 2.505719 2.764239 1.291094 0.0 0.1 0.0
C 1.071988 2.567233 1.782948 0.1 0.0 -0.1
C 0.320779 3.892599 1.844586 0.0 0.0 0.0
C 1.001990 1.845646 3.113053 0.1 -0.1 0.1
C 1.604698 2.527571 4.164646 0.0 0.0 0.0
C 1.550314 2.052529 5.454170 0.0 0.0 0.0
C 0.818779 0.907556 5.693751 0.0 0.0 0.0
C 0.184139 0.179312 4.689023 0.0 0.0 -0.1
C -0.652879 -0.977278 5.251685 0.0 0.1 0.1
C 0.080724 -2.332105 5.273915 0.0 0.0 0.0
C -2.129821 -0.994300 4.824460 0.0 0.0 0.0
C 0.347585 0.613504 3.337555 -0.1 0.1 0.1
N -0.158108 -0.061159 2.196444 0.0 0.1 -0.4
C -0.593890 -1.278952 2.240020 0.0 -0.3 0.3
C -1.164703 -1.912573 1.132637 -0.2 0.0 0.1
C -1.624962 -3.219794 1.034049 0.1 0.1 0.0
C -1.926842 -3.408461 -0.303923 0.1 -0.1 0.0
C -1.623330 -2.226929 -1.000397 0.0 0.0 0.0
N -1.224257 -1.289520 -0.096319 0.3 0.1 -0.4
C -1.609564 -2.162243 -2.518731 0.0 -0.1 -0.1
C -0.258105 -1.631812 -3.005399 0.0 0.0 0.0
C -2.796680 -1.385785 -3.108057 0.1 0.0 0.0
C -1.718928 -3.594177 -3.081548 -0.1 0.1 0.0
H 2.509201 3.166975 0.275981 0.0 0.0 0.0
H 3.050332 1.822758 1.299290 0.0 0.0 0.0
H 3.035092 3.472353 1.931698 0.0 0.0 0.0
H 0.587096 1.925926 1.020513 -0.1 0.0 -0.3
H 0.799576 4.569865 2.553380 0.0 0.0 0.0
H -0.709037 3.742386 2.167899 0.0 0.0 0.0
H 0.316370 4.379078 0.870066 0.0 0.0 0.0
H 2.118599 3.458937 3.963615 0.0 0.0 0.0
H 2.028201 2.586425 6.264698 0.0 0.0 0.0
H 0.710895 0.560746 6.714461 0.0 0.0 0.0
H -0.722940 -0.726335 6.312034 0.0 0.0 0.0
H 0.509090 -2.649571 4.324675 0.0 0.0 0.0
H -0.593095 -3.118403 5.619689 0.0 0.0 0.0
H 0.913241 -2.275090 5.976840 0.0 0.0 0.0
H -2.321011 -0.983791 3.754800 0.0 0.0 0.0
H -2.632014 -0.120987 5.242691 0.0 0.0 0.0
H -2.616019 -1.882352 5.233294 0.0 0.0 0.0
H -0.527480 -1.886892 3.123634 0.0 0.1 0.0
H -1.680356 -3.934102 1.839803 0.0 0.0 0.0
H -2.271713 -4.324031 -0.749501 0.0 0.0 0.0
H -0.038695 -0.642947 -2.620213 0.0 0.0 0.0
H -0.246228 -1.596051 -4.097763 0.0 0.0 0.0
H 0.533974 -2.300195 -2.661655 0.0 0.0 0.0
H -2.710630 -0.312342 -2.980358 0.0 0.0 0.0
H -3.730877 -1.716928 -2.652208 0.0 0.0 0.0
H -2.855678 -1.583973 -4.180848 0.0 0.0 0.0
H -0.938263 -4.241626 -2.682929 0.0 0.0 0.0
H -1.608068 -3.547484 -4.166016 0.0 0.0 0.0
H -2.690242 -4.045359 -2.872672 0.0 0.0 0.0
O 2.045446 -1.839551 -0.294515 -0.1 -0.3 -0.1
S 2.631968 -0.477012 -0.254034 0.1 0.2 0.0
C 4.454088 -0.686236 -0.216818 -0.1 0.0 0.0
C 4.959248 -0.658540 -1.651486 0.0 0.0 0.0
C 4.142420 0.432832 -2.336978 0.0 0.1 0.0
C 2.691772 0.148950 -1.976893 0.0 0.0 0.1
H 4.612530 -1.626124 0.309952 0.0 0.0 0.0
H 4.873788 0.128984 0.376559 0.0 0.0 0.0
H 4.769904 -1.622413 -2.128955 0.0 0.0 0.0
H 6.031860 -0.467117 -1.697741 0.0 0.0 0.0
H 4.279921 0.451215 -3.418924 0.0 0.0 0.0
H 4.445739 1.411560 -1.954060 0.0 0.0 0.0
H 2.287745 -0.686387 -2.550256 0.0 0.0 0.0
H 2.016035 0.998766 -2.070423 0.0 0.0 0.0
C -2.460240 4.055371 -0.411081 0.0 0.0 -0.1
Si -1.516060 3.212624 -1.807379 0.0 0.0 -0.1
C -2.563104 3.393873 -3.369666 0.1 0.1 0.1
C 0.133617 4.082171 -2.106731 -0.1 0.0 0.1
C -1.268235 1.359935 -1.610337 0.0 0.1 -0.2
H -3.082280 4.851244 -0.828530 0.0 0.0 0.0
H -1.811675 4.508391 0.334254 0.0 0.0 0.0
H -3.124658 3.355264 0.099095 0.0 0.0 0.0
H -2.642984 4.440319 -3.674041 0.0 0.0 0.0
H -3.575034 3.021429 -3.195347 0.0 0.0 0.0
H -2.139860 2.831337 -4.204090 0.0 0.0 0.0
H -0.019087 5.095271 -2.485480 0.0 0.0 0.0
H 0.721589 3.536983 -2.849097 0.0 0.0 0.0
H 0.737253 4.160392 -1.199634 0.0 0.0 0.0
H -0.751308 1.103578 -2.544226 0.1 0.0 0.1
H -2.269471 0.938691 -1.742606 0.0 0.1 0.1